1.
The following is a quantum chemistry calculation of a structure of composition C41H48BrN2O2S2V, from the Open Molecules 2025 dataset.

Structure (XYZ):
```
97
Properties=species:S:1:pos:R:3:forces:R:3:mulliken_spin:R:1
V 0.892 -0.299 -0.566 -0.035 0.048 -0.351 3.18
C -6.859 -0.625 -1.937 0.014 0.015 -0.004 0.00
C -6.424 -1.673 -0.904 0.004 0.006 0.019 0.00
C -6.965 -3.032 -1.347 -0.009 -0.020 -0.007 0.00
C -7.054 -1.328 0.453 -0.016 0.010 0.013 0.00
C -4.901 -1.669 -0.776 -0.046 0.029 0.000 0.01
C -4.241 -0.505 -0.383 0.106 -0.062 -0.019 0.00
C -2.870 -0.487 -0.284 -0.016 0.090 0.003 -0.01
Br -2.028 1.141 0.231 -0.002 -0.075 0.021 0.01
C -2.035 -1.607 -0.557 -0.095 0.025 -0.080 -0.02
O -0.749 -1.511 -0.498 0.114 0.040 0.100 -0.07
C -2.717 -2.800 -0.921 -0.032 0.046 0.002 0.01
C -4.109 -2.776 -1.032 -0.006 -0.047 0.004 0.00
C -2.020 -4.138 -1.227 0.087 0.024 -0.001 -0.01
C -2.235 -4.496 -2.704 0.001 -0.009 -0.028 0.00
C -0.508 -4.164 -0.956 -0.025 -0.004 0.028 0.03
C -2.634 -5.243 -0.351 -0.010 -0.020 0.009 0.00
H -7.949 -0.604 -2.030 -0.003 0.000 0.003 0.00
H -6.433 -0.853 -2.917 0.001 -0.005 0.001 0.00
H -6.524 0.373 -1.652 -0.009 0.003 -0.008 0.00
H -8.054 -2.983 -1.424 0.000 -0.001 0.003 0.00
H -6.715 -3.817 -0.630 -0.001 0.005 0.003 0.00
H -6.574 -3.323 -2.323 0.005 0.011 0.000 0.00
H -8.146 -1.313 0.379 0.003 -0.003 -0.006 0.00
H -6.727 -0.349 0.806 0.003 0.000 -0.005 0.00
H -6.770 -2.065 1.207 0.005 -0.005 -0.007 0.00
H -4.785 0.403 -0.156 -0.023 -0.007 -0.004 0.00
H -4.597 -3.692 -1.340 0.010 -0.002 0.002 0.00
H -1.793 -3.736 -3.352 0.009 0.003 0.008 0.00
H -3.295 -4.573 -2.953 0.001 0.000 0.009 0.00
H -1.760 -5.455 -2.934 -0.004 0.002 -0.007 0.00
H 0.046 -3.501 -1.617 -0.018 0.007 -0.016 0.01
H -0.150 -5.188 -1.112 -0.014 -0.011 0.006 0.00
H -0.288 -3.857 0.066 0.017 -0.008 -0.006 0.00
H -3.703 -5.370 -0.522 0.006 0.005 -0.011 0.00
H -2.489 -5.014 0.707 0.006 0.006 -0.002 0.00
H -2.146 -6.198 -0.565 -0.008 -0.007 0.008 0.00
C 2.003 1.401 0.075 0.105 -0.150 0.103 -0.20
C 1.967 2.497 0.721 -0.018 0.012 -0.018 0.04
C 1.858 3.599 1.481 0.036 0.062 0.100 0.00
C 2.337 3.556 2.876 -0.007 -0.033 -0.007 0.01
C 1.840 4.397 3.879 0.017 0.012 0.055 -0.01
C 2.283 4.299 5.191 -0.006 -0.006 -0.035 0.00
C 3.236 3.356 5.550 0.011 -0.007 0.021 -0.01
C 3.736 2.508 4.568 -0.025 0.023 -0.025 0.01
C 3.300 2.608 3.258 0.016 -0.015 0.004 0.00
C 1.250 4.821 0.914 -0.022 -0.056 -0.068 0.00
C 1.681 6.109 1.250 -0.027 0.043 -0.009 -0.01
C 1.116 7.233 0.664 0.012 -0.013 0.015 0.00
C 0.105 7.108 -0.278 -0.005 0.021 -0.003 -0.01
C -0.335 5.835 -0.625 -0.004 -0.037 -0.003 0.00
C 0.225 4.713 -0.036 0.035 0.040 0.016 0.00
H 1.079 5.128 3.637 0.000 -0.011 -0.031 0.00
H 1.868 4.963 5.941 0.007 -0.005 0.011 0.00
H 3.581 3.279 6.574 -0.004 0.007 0.001 0.00
H 4.482 1.764 4.828 -0.016 0.026 0.030 0.00
H 3.697 1.948 2.495 -0.014 0.035 0.005 -0.01
H 2.482 6.230 1.969 0.004 -0.014 -0.001 0.00
H 1.479 8.217 0.939 0.002 -0.002 0.002 0.00
H -0.335 7.987 -0.733 -0.003 -0.004 -0.002 0.00
H -1.130 5.715 -1.352 0.000 0.007 0.000 0.00
H -0.122 3.722 -0.305 -0.002 0.000 -0.002 0.00
C 7.846 -0.258 2.776 0.005 0.000 0.004 0.00
C 6.604 -0.874 2.191 -0.011 0.017 0.009 0.00
C 6.683 -1.816 1.173 0.004 -0.058 -0.058 0.00
C 5.535 -2.348 0.599 0.017 0.022 0.055 0.00
C 4.302 -1.938 1.067 -0.085 0.077 0.153 0.00
C 4.190 -0.995 2.078 0.109 0.005 -0.042 0.02
C 5.344 -0.474 2.635 -0.008 -0.008 0.010 0.00
S 2.797 -2.554 0.331 0.154 0.075 -0.043 0.01
C 2.710 -4.084 1.277 0.014 0.023 -0.009 0.00
O 1.681 -1.734 0.916 -0.150 -0.060 0.060 0.01
H 8.741 -0.789 2.451 0.002 0.000 0.002 0.00
H 7.817 -0.271 3.866 -0.004 0.000 0.001 0.00
H 7.943 0.784 2.464 -0.009 0.000 -0.003 0.00
H 7.655 -2.123 0.805 0.001 0.003 0.006 0.00
H 5.610 -3.052 -0.222 -0.007 -0.004 -0.002 0.00
H 3.210 -0.643 2.375 -0.019 -0.009 -0.008 0.00
H 5.263 0.281 3.409 0.031 -0.040 -0.032 0.00
H 2.658 -3.828 2.334 -0.003 -0.012 0.003 0.00
H 3.599 -4.678 1.062 0.002 -0.001 0.012 0.00
H 1.813 -4.613 0.960 -0.002 0.018 0.001 0.00
C 1.164 2.704 -2.930 -0.006 -0.028 0.033 0.00
N 0.243 1.623 -3.198 0.001 -0.030 0.017 0.02
C -0.445 1.570 -4.486 0.012 -0.005 0.015 0.00
C -1.394 0.394 -4.281 0.016 0.020 -0.018 -0.01
N -0.714 -0.305 -3.194 -0.125 -0.027 -0.065 -0.01
C 0.116 0.499 -2.489 -0.023 0.073 0.147 -0.02
S 3.185 0.574 -0.928 -0.066 -0.061 -0.111 -0.01
H 0.646 3.661 -3.033 0.003 0.010 -0.008 0.00
H 2.006 2.674 -3.627 0.002 0.008 0.004 0.00
H 1.545 2.607 -1.918 0.002 0.012 -0.006 0.00
H 0.279 1.383 -5.289 -0.008 -0.005 -0.007 0.00
H -0.956 2.510 -4.694 0.000 0.002 -0.002 0.00
H -1.499 -0.229 -5.168 0.003 -0.003 0.000 0.00
H -2.387 0.731 -3.966 0.001 -0.005 0.010 0.00
H -1.167 -1.059 -2.704 0.036 -0.028 0.034 0.00
```
Forces are in eV/Å.

Its expectation value of S² is 3.7723. As for the relative energy (zero: lowest compared OMol25 entry of this formula, charge and spin): 0.0000 eV. Its spin multiplicity is 4. The value obtained for the HOMO energy (alpha / beta) is -3.309 / -3.244 eV. As for the net charge: -1. Its calculated total energy is -6165.55124 Ha.

2.
The following is a quantum chemistry calculation of a structure of composition C41H48Cl2N8O4PS2Ta at a distorted geometry, from the Open Molecules 2025 dataset.

Structure (XYZ):
```
107
Properties=species:S:1:pos:R:3:forces:R:3:lowdin_charge:R:1
Ta -0.439 0.160 -0.407 1.242 0.108 -1.615 1.68
C 0.788 3.401 -2.909 0.015 -0.278 0.322 0.04
C 0.396 1.965 -2.717 0.087 0.023 -1.635 -0.35
O 0.361 1.497 -1.499 0.269 0.550 -0.483 -0.29
C 0.051 1.165 -3.776 0.241 0.236 0.534 0.01
C -0.377 -0.176 -3.637 0.137 0.095 0.012 -0.28
C -0.678 -0.988 -4.852 0.035 -0.020 0.096 0.01
N -0.519 -0.723 -2.444 0.232 1.507 1.793 -0.07
N -0.992 -1.977 -2.404 -0.754 -1.783 0.114 0.11
C -1.151 -2.433 -1.200 -0.223 -0.554 -2.478 -0.46
O -0.800 -1.666 -0.188 -0.255 -0.512 0.790 -0.35
C -1.803 -3.717 -1.004 -0.252 -0.455 0.408 -0.17
C -1.930 -4.611 -2.071 0.113 0.204 0.148 -0.01
C -2.601 -5.804 -1.898 -0.052 0.008 0.020 -0.05
C -3.164 -6.114 -0.668 0.015 0.048 0.092 -0.05
C -3.059 -5.225 0.393 -0.071 -0.103 -0.026 -0.06
C -2.377 -4.035 0.229 0.195 0.258 -0.200 -0.03
H -0.098 3.965 -3.205 -0.029 0.032 0.023 0.08
H 1.529 3.505 -3.698 0.040 -0.045 -0.050 0.10
H 1.177 3.823 -1.985 0.008 0.027 0.003 0.09
H 0.124 1.572 -4.772 -0.004 0.040 -0.029 0.13
H -0.471 -0.434 -5.761 0.024 0.072 -0.001 0.09
H -1.722 -1.301 -4.835 -0.037 -0.035 0.007 0.10
H -0.087 -1.902 -4.832 0.012 -0.075 -0.029 0.09
H -1.495 -4.350 -3.020 0.065 -0.004 -0.178 0.11
H -2.707 -6.487 -2.728 0.043 -0.057 -0.042 0.11
H -3.693 -7.046 -0.536 -0.068 -0.078 0.002 0.11
H -3.531 -5.449 1.338 0.017 -0.042 0.052 0.11
H -2.307 -3.327 1.040 0.006 0.056 0.114 0.07
N -2.365 5.098 -5.014 -0.039 0.157 -0.202 0.14
C -2.688 4.267 -3.991 0.075 -0.230 0.269 -0.32
C -2.825 4.772 -2.685 -0.107 -0.155 0.014 -0.01
C -3.035 3.920 -1.627 -0.198 0.288 -0.065 -0.05
C -3.086 2.550 -1.845 0.145 -0.501 0.514 -0.28
C -2.989 2.027 -3.126 -0.175 -0.017 -0.109 -0.06
C -2.814 2.881 -4.194 -0.119 0.066 0.098 -0.02
S -2.943 1.494 -0.442 -1.484 1.214 0.135 0.67
O -3.974 1.558 0.532 -0.002 0.325 -0.304 -0.20
O -2.634 0.138 -0.943 1.011 -0.313 -0.128 -0.36
N -1.471 1.824 0.168 -1.453 -0.941 -0.252 -0.33
C -1.193 2.834 1.023 0.804 1.766 1.472 -0.49
N -2.059 3.830 1.179 -0.145 -0.677 -0.312 0.13
C -1.738 4.790 2.026 0.293 0.134 0.237 -0.07
C -0.535 4.790 2.717 -0.142 -0.097 -0.149 -0.01
C 0.297 3.709 2.489 0.029 0.102 0.041 -0.10
N -0.015 2.723 1.655 -0.569 -0.142 -0.494 0.08
H -2.462 6.090 -4.873 -0.014 -0.037 -0.092 0.11
H -2.470 4.775 -5.962 -0.014 0.056 0.029 0.11
H -2.763 5.835 -2.512 -0.030 0.134 0.001 0.12
H -3.156 4.281 -0.619 0.035 0.199 -0.055 0.10
H -3.080 0.961 -3.271 0.083 -0.096 -0.106 0.12
H -2.771 2.488 -5.198 0.026 -0.082 -0.129 0.12
H -2.472 5.577 2.139 0.027 0.115 0.079 0.13
H -0.264 5.591 3.379 0.051 0.091 0.178 0.11
H 1.251 3.611 2.990 0.096 0.094 0.077 0.12
Cl -0.841 -2.692 3.338 0.065 0.124 0.160 0.64
C -0.714 -0.964 3.620 0.377 -0.700 -0.016 -0.84
Cl -1.153 -0.049 2.117 -0.400 0.282 1.323 0.70
H 0.316 -0.717 3.877 -0.185 0.096 -0.131 0.04
H -1.418 -0.668 4.398 0.016 0.150 -0.382 0.06
C 3.780 -6.298 -1.322 0.047 -0.270 0.000 -0.04
N 3.550 -4.959 -0.808 0.089 -0.072 0.193 -0.21
C 4.071 -3.941 -1.694 0.132 0.236 -0.026 -0.09
C 2.492 -4.668 -0.012 -0.204 0.495 -0.081 -0.66
S 1.556 -3.287 -0.294 -0.104 -0.249 -0.166 0.83
N 2.205 -5.466 1.028 0.131 -0.103 -0.258 -0.20
C 3.154 -6.376 1.632 0.232 -0.229 0.081 -0.04
C 0.951 -5.381 1.737 -0.428 -0.051 0.075 -0.09
H 3.447 -6.342 -2.365 0.020 -0.014 0.027 0.10
H 3.223 -7.040 -0.763 -0.001 -0.039 0.022 0.08
H 4.844 -6.541 -1.291 -0.048 -0.046 0.025 0.10
H 5.121 -4.154 -1.889 0.040 -0.069 -0.014 0.10
H 3.988 -2.963 -1.227 0.043 -0.039 -0.047 0.05
H 3.536 -3.927 -2.648 -0.057 0.026 -0.013 0.09
H 4.157 -6.185 1.261 -0.005 -0.015 0.006 0.09
H 2.885 -7.419 1.450 0.059 -0.003 -0.007 0.10
H 3.143 -6.216 2.713 0.029 0.006 -0.032 0.10
H 0.273 -4.700 1.229 0.071 -0.141 0.022 0.02
H 1.113 -5.022 2.755 0.052 0.030 0.078 0.08
H 0.497 -6.373 1.790 0.020 -0.026 0.039 0.10
C 2.644 1.844 0.439 -0.015 -0.029 -0.062 -0.22
P 2.218 0.166 -0.147 1.067 0.055 0.678 0.97
C 3.179 -0.818 1.038 -0.328 0.108 -0.131 -0.40
C 2.510 -1.505 2.041 0.158 0.243 -0.045 -0.17
C 3.238 -2.156 3.020 -0.101 0.010 0.105 -0.07
C 4.623 -2.119 2.992 0.017 -0.012 -0.028 -0.06
C 5.289 -1.441 1.984 0.055 0.054 -0.034 -0.05
C 4.568 -0.790 0.998 -0.261 0.055 -0.042 -0.08
C 3.012 0.030 -1.784 -0.324 -0.172 0.115 -0.35
C 2.587 -0.991 -2.631 -0.034 0.090 0.065 -0.15
C 3.145 -1.129 -3.889 0.022 0.016 -0.020 -0.06
C 4.140 -0.260 -4.307 -0.039 -0.007 0.027 -0.05
C 4.574 0.751 -3.465 0.040 0.065 0.014 -0.06
C 4.011 0.905 -2.208 -0.116 -0.003 0.129 -0.08
H 3.716 1.923 0.623 -0.028 -0.082 -0.107 0.06
H 2.109 2.021 1.370 0.143 -0.086 -0.120 0.02
H 2.325 2.581 -0.294 0.031 0.111 0.048 0.04
H 1.430 -1.541 2.007 -0.030 -0.158 0.144 0.03
H 2.732 -2.688 3.810 -0.102 -0.115 0.106 0.11
H 5.189 -2.619 3.760 0.076 -0.080 0.131 0.11
H 6.366 -1.397 1.979 0.135 -0.063 -0.031 0.11
H 5.063 -0.256 0.199 0.186 0.009 -0.020 0.11
H 1.833 -1.682 -2.277 0.104 -0.109 -0.157 0.03
H 2.810 -1.914 -4.549 -0.048 -0.151 -0.054 0.11
H 4.582 -0.374 -5.283 0.053 0.000 -0.127 0.11
H 5.353 1.424 -3.787 0.092 0.070 -0.016 0.11
H 4.366 1.694 -1.564 0.019 0.124 0.045 0.10
```
Forces are in eV/Å.

Its spin multiplicity is 1. The value obtained for the HOMO energy is -12.107 eV. As for the net charge: +2. Its calculated total energy is -4444.89817 Ha.